# 1
{"formula": "C13H22ClF3InO5S", "method": "the ωB97M-V functional and the def2-TZVPD basis", "species": ["C", "C", "C", "C", "C", "C", "C", "C", "C", "C", "S", "O", "O", "Cl", "O", "C", "O", "C", "O", "C", "F", "F", "F", "H", "H", "H", "H", "H", "H", "H", "H", "H", "H", "H", "H", "H", "H", "H", "H", "H", "H", "H", "H", "H", "H", "In"], "positions_angstrom": [[-1.19006, -3.94962, -3.71026], [-1.59150, -3.50679, -2.17095], [-0.26290, -3.01225, -1.30398], [-0.03367, -1.35894, -1.40960], [1.03710, -1.13398, -2.62972], [0.47256, -0.85807, 0.06610], [1.05997, 0.67103, 0.12178], [0.36006, 1.72559, -0.92009], [0.38559, 3.30547, -0.37158], [-1.15495, 3.75158, -0.02478], [-1.52904, 5.57198, -0.29911], [-3.07214, 5.64797, -0.62125], [-0.72590, 6.20901, -1.46704], [-1.18740, 6.67455, 1.45447], [1.51888, -1.74283, 0.67519], [1.12520, -2.15353, 2.03437], [0.40710, -3.28824, 2.26445], [1.52909, -1.31590, 3.42440], [0.26337, -1.13034, 4.17197], [0.51094, -0.94335, 5.61586], [1.67643, -0.06341, 5.86434], [-0.71362, -0.26433, 6.16818], [0.65991, -2.20325, 6.38514], [-1.93973, -4.78588, -4.09657], [-1.24852, -2.97140, -4.38336], [-0.10794, -4.44191, -3.77370], [-2.44617, -2.70211, -2.21676], [-2.01716, -4.48582, -1.63736], [-0.44490, -3.37576, -0.20431], [0.68209, -3.61388, -1.69771], [-1.09613, -0.93183, -1.73096], [1.21401, -2.12993, -3.25569], [0.51354, -0.38611, -3.39909], [2.04314, -0.61676, -2.32244], [-0.44908, -0.92817, 0.81311], [0.85209, 1.09074, 1.21928], [2.22645, 0.75454, -0.02771], [1.05479, 1.74097, -1.89085], [-0.70691, 1.42291, -1.29557], [0.91409, 3.99028, -1.18644], [1.09182, 3.33657, 0.57284], [-1.36521, 3.48508, 1.09670], [-1.90922, 3.15352, -0.72979], [2.20662, -2.04680, 4.07045], [2.09447, -0.31700, 3.18658], [-0.70719, 8.12641, -0.42854]], "total_charge": 3, "energy_ha": -2231.13970, "homo_ha": -0.648, "homo_lumo_gap_ha": 0.052, "max_force_ev_per_a": 9.569}

***

# 2
{"formula": "C22H34Cl4N8O10", "method": "the ωB97M-V functional and the def2-TZVPD basis", "species": ["C", "N", "O", "O", "H", "H", "H", "C", "N", "O", "O", "H", "H", "H", "C", "N", "O", "O", "H", "H", "H", "C", "N", "O", "O", "H", "H", "H", "C", "N", "O", "O", "H", "H", "H", "C", "C", "C", "N", "C", "C", "H", "H", "H", "H", "H", "C", "C", "C", "N", "C", "C", "H", "H", "H", "H", "H", "C", "C", "C", "N", "C", "C", "H", "H", "H", "H", "H", "Cl", "C", "Cl", "H", "H", "Cl", "C", "Cl", "H", "H"], "positions_angstrom": [[-3.06431, 3.28613, -2.71389], [-2.50611, 1.92028, -2.81557], [-1.32787, 1.75127, -2.59797], [-3.27052, 1.06613, -3.14089], [-2.43929, 3.93461, -3.32366], [-3.01960, 3.59764, -1.67919], [-4.03527, 3.24676, -3.18425], [0.75647, -0.48895, 5.92791], [1.79465, -1.51893, 5.68167], [2.53762, -1.32887, 4.73483], [1.89738, -2.39281, 6.52406], [1.20987, 0.15796, 6.67318], [-0.14648, -0.95535, 6.28475], [0.63141, 0.04460, 4.99113], [-3.13960, -5.00057, 1.33435], [-2.32461, -4.40154, 0.23634], [-2.01716, -3.24515, 0.37070], [-2.11295, -5.07818, -0.74649], [-4.08827, -5.21886, 0.85322], [-3.19917, -4.26679, 2.11882], [-2.64980, -5.91214, 1.65257], [1.95789, -5.01500, -0.35353], [1.37071, -3.65959, -0.14070], [1.04601, -3.38099, 0.96904], [1.39965, -2.86205, -1.07134], [1.21368, -5.77788, -0.15053], [2.80814, -5.08192, 0.31318], [2.24505, -5.08371, -1.39459], [-0.38599, 0.11861, 0.29374], [0.15547, 0.28547, 1.65442], [-0.58646, 0.04736, 2.57874], [1.31062, 0.72004, 1.76769], [-0.82974, 1.08489, 0.06133], [-1.05968, -0.72363, 0.24307], [0.41333, -0.01796, -0.41555], [-1.58248, 5.86166, 0.68808], [-0.79804, 5.56845, -0.40265], [-0.22944, 4.30486, -0.54139], [-0.21427, 3.45254, 0.46899], [-0.93301, 3.74642, 1.53437], [-1.69128, 4.91746, 1.67774], [-2.04041, 6.83915, 0.76112], [-0.56684, 6.37104, -1.09543], [0.41177, 4.09324, -1.38889], [-0.94703, 3.02238, 2.35146], [-2.46741, 4.98804, 2.43030], [3.52790, 1.09760, -1.24625], [4.87522, 0.78642, -1.32260], [5.77109, 1.83743, -1.49966], [5.41441, 3.10868, -1.60914], [4.13314, 3.37954, -1.49892], [3.17324, 2.42528, -1.20280], [2.83145, 0.28064, -1.09356], [5.23581, -0.23347, -1.37033], [6.82867, 1.62997, -1.65257], [3.85711, 4.41527, -1.65757], [2.15589, 2.75770, -1.03518], [-0.69760, -2.06495, -4.58187], [-1.03000, -2.11328, -3.24902], [-2.29671, -2.58234, -2.92099], [-3.23863, -2.84957, -3.82478], [-2.90079, -2.76422, -5.08683], [-1.66952, -2.32759, -5.52842], [0.31162, -1.79118, -4.87861], [-0.38049, -1.78528, -2.45336], [-2.69214, -2.49452, -1.91309], [-3.67583, -2.98372, -5.81569], [-1.43593, -2.26947, -6.58199], [4.97145, 0.58893, 3.24790], [4.27196, -0.58603, 2.15310], [4.97207, -2.20613, 2.39253], [3.20273, -0.64459, 2.29243], [4.48444, -0.33513, 1.12266], [-3.88539, 0.14834, 1.06877], [-3.77497, 1.05300, 2.59460], [-5.08498, 0.59885, 3.71254], [-2.83067, 0.81077, 3.05718], [-3.91118, 2.09699, 2.36119]], "energy_ha": -3889.40268, "homo_ha": -0.335, "smiles": "C[N+](=O)[O-].C[N+](=O)[O-].C[N+](=O)[O-].C[N+](=O)[O-].C[N+](=O)[O-].c1ccncc1.c1ccncc1.c1ccncc1.ClCCl.ClCCl", "homo_lumo_gap_ha": 0.342, "max_force_ev_per_a": 1.886}

***

# 3
{"formula": "C12H28N3O5PTi", "method": "the ωB97M-V functional and the def2-TZVPD basis", "species": ["C", "C", "O", "C", "C", "C", "C", "C", "O", "P", "O", "O", "O", "C", "C", "C", "C", "N", "C", "N", "N", "H", "H", "H", "H", "H", "H", "H", "H", "H", "H", "H", "H", "H", "H", "H", "H", "H", "H", "H", "H", "H", "H", "H", "H", "H", "H", "H", "H", "Ti"], "positions_angstrom": [[-6.02698, -1.10200, -1.68108], [-5.31242, -1.96056, -2.77263], [-3.95993, -1.55960, -3.00587], [-3.91205, -0.46878, -3.92619], [-2.53660, 0.27199, -3.91422], [-1.84090, 0.33581, -2.50889], [-2.79343, 0.74329, -1.33997], [-2.23191, 0.41646, 0.09517], [-1.22671, -0.62107, 0.09302], [-0.09827, -0.39889, 1.27166], [0.78482, 0.82817, 1.06067], [-0.93038, -0.12219, 2.70090], [0.74496, -1.80190, 1.46208], [1.94648, -1.82960, 0.66396], [3.16196, -1.88405, 1.64525], [3.12534, -0.68733, 2.68096], [3.93918, 0.56326, 2.19028], [5.08285, 0.92349, 3.06766], [5.72740, 2.17582, 2.68792], [6.48021, 2.75886, 3.57922], [5.63797, 2.81951, 1.41155], [-6.14242, -0.04094, -2.01773], [-7.04358, -1.47902, -1.44241], [-5.41923, -1.05708, -0.74613], [-5.30706, -3.03350, -2.49234], [-5.90430, -1.85711, -3.71778], [-4.70536, 0.25722, -3.60421], [-4.17666, -0.77840, -4.96585], [-1.85802, -0.31258, -4.58726], [-2.62461, 1.27324, -4.40080], [-1.30077, -0.61879, -2.35460], [-1.05905, 1.13511, -2.57695], [-3.81292, 0.31854, -1.41122], [-2.91909, 1.85489, -1.37755], [-3.09708, 0.03490, 0.69271], [-1.91174, 1.35104, 0.61759], [-0.84755, 0.82598, 2.85968], [2.02458, -1.01563, -0.08478], [1.93189, -2.78912, 0.09099], [4.12900, -1.79077, 1.09338], [3.16700, -2.81041, 2.26474], [2.08900, -0.33391, 2.87231], [3.52487, -1.07398, 3.64554], [3.26848, 1.45772, 2.03709], [4.34386, 0.29369, 1.17692], [5.78015, 0.18648, 3.13969], [6.46903, 2.18424, 4.42633], [6.60260, 3.06259, 1.17203], [5.34433, 2.18388, 0.67105], [3.69305, 3.17104, 3.55810]], "total_charge": 1, "spin_multiplicity": 2, "energy_ha": -2205.00173, "homo_ha": [-0.414, -0.382], "homo_lumo_gap_ha": [0.238, 0.219], "max_force_ev_per_a": 3.076}

***

Q: What is the formula in the second record?
A: C22H34Cl4N8O10